1.
ORCA calculation (ωB97M-V/def2-TZVPD) on a cluster of 12 separate species, C34H75N26O15PS in total.

Computed properties:
- SMILES = C=CC[C@]1([PH2]=N)[C@H](CCCCCCCSc2nnco2)NC(=O)[C@@H]1OC(=O)c1ccccc1.NC(N)=O.NC(N)=O.NC(N)=O.NC(N)=O.NC(N)=O.NC(N)=O.NC(N)=O.NC(N)=O.NC(N)=O.NC(N)=O.NC(N)=O
- total charge = 0
- HOMO (eV) = -8.8
- orbital gap (eV) = 7.487
- calculated total energy (eV) = -126042.2410

Each line ends with the Mulliken charge.
Geometry (Å):
C -0.1167 4.9398 9.2452  -0.89
C -1.4282 5.1534 8.5311  -0.07
C -1.5352 5.2889 6.8770  -0.25
C -3.0742 5.3383 6.3140  -0.23
P -3.7141 3.5731 6.8317  0.50
N -2.8316 2.3857 6.0994  -0.66
C -3.3348 5.2716 4.6765  -0.44
C -2.1558 5.7899 3.6621  0.10
C -1.4355 4.6038 2.7775  -0.27
C 0.0889 5.0570 2.3106  -0.70
C 1.0883 4.8821 3.6015  0.25
C 2.4388 4.1174 3.0734  -0.72
C 2.7252 2.6555 3.7572  -0.62
C 1.4100 1.6914 3.9208  0.22
S 1.1628 0.5551 2.4253  -0.08
C -0.6887 0.5810 2.1385  0.12
N -1.2479 1.7066 1.2961  0.00
N -2.6265 1.6115 1.1651  -0.45
C -2.9801 0.3462 1.9519  -0.06
O -1.7763 -0.3198 2.5503  -0.30
N -4.7486 5.8726 4.5344  -0.41
C -5.4167 6.0553 5.9026  0.05
O -6.6895 5.9089 6.2793  -0.55
C -4.0859 6.5479 6.7882  0.43
O -3.8958 7.9108 6.2647  -0.33
C -2.6766 8.5467 6.7892  0.57
O -2.3224 8.5598 8.0767  -0.56
C -1.7038 9.3460 5.6893  0.27
C -0.4482 10.3324 6.1286  -0.42
C 0.4608 11.0465 4.9343  -0.37
C 0.1901 10.8108 3.3156  -0.36
C -1.0831 9.8481 2.8703  -0.39
C -1.9729 9.1715 4.0795  -0.04
H 0.9175 5.1138 8.6897  0.20
H -0.0293 4.6505 10.3918  0.17
H -2.3834 5.2012 9.2187  0.20
H -0.9233 4.3544 6.4568  0.30
H -0.8875 6.2359 6.5751  0.45
H -5.0817 3.3341 6.4479  0.12
H -3.5728 3.3873 8.2591  0.07
H -2.1115 2.8097 5.4740  -0.02
H -3.5223 4.1659 4.2733  0.48
H -1.2931 6.3521 4.2575  -0.13
H -2.6804 6.5161 2.8757  0.25
H -2.0962 4.4743 1.7958  0.40
H -1.4439 3.5849 3.3943  -0.33
H 0.3714 4.3736 1.3825  0.24
H 0.1332 6.1733 1.8983  0.20
H 0.5806 4.3908 4.5446  -0.33
H 1.3962 5.9811 3.9390  0.39
H 2.4659 4.0560 1.9037  0.36
H 3.3564 4.8145 3.3848  0.27
H 3.4652 2.0829 3.0158  0.26
H 3.3255 2.7852 4.7592  0.35
H 0.4166 2.2425 4.2011  -0.48
H 1.6439 0.9604 4.8353  0.37
H -4.0696 -0.1001 2.1042  0.39
H -4.6338 6.7623 3.9723  0.43
H -4.1882 6.3669 7.9404  0.41
H -0.2379 10.5145 7.2657  0.34
H 1.3407 11.7542 5.2554  0.29
H 0.8606 11.2950 2.4844  0.31
H -1.3551 9.6191 1.7309  0.30
H -2.8899 8.4981 3.7588  0.17
N -0.6871 2.5568 -3.8449  -0.30
C -0.2754 2.1013 -2.6480  0.67
N -1.1056 2.3822 -1.6275  -0.29
O 0.7670 1.4831 -2.4999  -0.71
H -1.5420 3.0676 -3.9868  0.14
H -0.0909 2.3667 -4.6399  0.23
H -0.8330 2.0571 -0.7091  0.23
H -1.9682 2.8898 -1.7297  0.14
N -3.0245 -1.7961 -5.1496  -0.37
C -2.2080 -0.7492 -4.9333  0.62
N -1.2836 -0.9500 -3.9768  -0.21
O -2.2985 0.2979 -5.5544  -0.68
H -2.9655 -2.6664 -4.6484  0.18
H -3.7349 -1.6867 -5.8616  0.22
H -0.6486 -0.1866 -3.7826  0.16
H -1.1934 -1.8051 -3.4546  0.13
N 2.1340 -3.6930 -4.2921  -0.28
C 1.1400 -4.0121 -3.4437  0.79
N 1.5516 -4.4410 -2.2370  -0.46
O -0.0396 -3.9198 -3.7444  -0.75
H 3.1110 -3.7623 -4.0628  0.13
H 1.8674 -3.3656 -5.2115  0.18
H 0.8350 -4.6915 -1.5682  0.23
H 2.5182 -4.5236 -1.9708  0.15
N -1.2356 -8.4549 -5.4871  -0.43
C -0.2128 -7.6329 -5.1909  0.54
N -0.5557 -6.3387 -5.0610  -0.13
O 0.9335 -8.0292 -5.0513  -0.75
H -2.1860 -8.1474 -5.6059  0.20
H -1.0206 -9.4377 -5.5935  0.17
H 0.1846 -5.6862 -4.8381  -0.01
H -1.4940 -5.9932 -5.1721  0.25
N 3.4297 -7.7189 -7.0600  -0.34
C 3.9827 -6.5048 -7.2320  0.63
N 4.6504 -6.3540 -8.3900  -0.34
O 3.8864 -5.6122 -6.4046  -0.68
H 3.4981 -8.4663 -7.7297  0.16
H 2.9179 -7.8743 -6.2013  0.24
H 5.0819 -5.4546 -8.5591  0.14
H 4.7407 -7.0770 -9.0837  0.16
N -3.4549 -9.4723 -3.2703  -0.30
C -4.4093 -8.6087 -2.8794  0.63
N -5.3627 -9.1461 -2.0972  -0.40
O -4.4103 -7.4328 -3.2078  -0.65
H -3.4371 -10.4439 -3.0103  0.16
H -2.7182 -9.1082 -3.8605  0.27
H -6.1002 -8.5300 -1.7807  0.24
H -5.3790 -10.1119 -1.8160  0.16
N 8.1776 -6.2923 -11.7436  -0.34
C 7.1836 -6.6113 -10.8953  0.57
N 7.5952 -7.0403 -9.6885  -0.24
O 6.0039 -6.5191 -11.1959  -0.69
H 9.1546 -6.3616 -11.5143  0.23
H 7.9110 -5.9648 -12.6630  0.19
H 6.8785 -7.2907 -9.0198  0.19
H 8.5618 -7.1229 -9.4223  0.21
N 12.8078 -6.3188 -10.4297  -0.41
C 11.8138 -6.6379 -9.5813  0.62
N 12.2254 -7.0668 -8.3745  -0.41
O 10.6342 -6.5456 -9.8820  -0.61
H 13.7848 -6.3881 -10.2004  0.17
H 12.5412 -5.9914 -11.3490  0.21
H 11.5088 -7.3173 -7.7058  0.21
H 13.1921 -7.1494 -8.1083  0.17
N -1.2776 -6.1521 -10.2390  -0.42
C -1.3986 -6.4254 -8.9274  0.67
N -1.2583 -5.3591 -8.1193  -0.28
O -1.6178 -7.5496 -8.5047  -0.64
H -1.0972 -5.2331 -10.6061  0.16
H -1.3765 -6.9270 -10.8818  0.23
H -1.3423 -5.5212 -7.1242  0.12
H -1.0776 -4.4257 -8.4485  0.16
N -4.3834 -0.3913 6.1324  -0.20
C -4.4241 -1.6608 5.6896  0.49
N -3.7435 -1.8769 4.5496  -0.25
O -5.0294 -2.5450 6.2747  -0.69
H -3.8905 0.3504 5.6646  0.20
H -4.8829 -0.1857 6.9879  0.16
H -3.7484 -2.8194 4.1819  0.17
H -3.2390 -1.1618 4.0533  0.24
N -2.6484 5.7847 12.3195  -0.37
C -1.9885 4.6394 12.5692  0.69
N -2.7647 3.5409 12.5918  -0.41
O -0.7832 4.6000 12.7598  -0.67
H -3.6402 5.8373 12.1601  0.17
H -2.1012 6.6353 12.2938  0.21
H -2.3073 2.6576 12.7763  0.22
H -3.7587 3.5532 12.4371  0.16


2.
ORCA calculation (ωB97M-V/def2-TZVPD) on a cluster of 5 separate species, C34H75N4O2 in total.

Computed properties:
- total charge = +3
- HOMO (eV) = -15.2
- orbital gap (eV) = 9.381
- calculated total energy (eV) = -46506.2309

Each line ends with the Mulliken charge.
Geometry (Å):
C -6.4157 -4.5946 2.1412  -1.28
C -5.6230 -3.6990 3.1742  -0.11
C -4.1935 -3.7170 2.6875  -1.06
N -3.2712 -3.0799 3.6649  0.29
C -3.3919 -1.6278 3.9542  -1.18
C -3.2582 -3.8084 5.0291  -0.50
C -1.9445 -3.3874 5.6290  -0.84
C -0.9772 -3.4055 4.4454  -0.53
C -1.8162 -3.3221 3.1897  -0.47
H -5.9568 -5.5918 2.2225  0.34
H -6.2986 -4.2753 1.1092  0.35
H -7.4723 -4.6279 2.4167  0.38
H -5.8506 -4.0260 4.2066  0.30
H -5.9235 -2.6597 3.0477  0.32
H -4.1602 -3.2003 1.7151  0.42
H -3.8487 -4.7380 2.6292  0.46
H -3.5992 -1.1735 2.9735  0.38
H -2.4977 -1.2939 4.3549  0.55
H -4.2510 -1.3888 4.5263  0.28
H -4.1228 -3.4494 5.5855  0.44
H -3.2418 -4.8883 4.7829  0.35
H -2.0420 -2.4531 6.1723  0.32
H -1.7746 -4.1284 6.3927  0.46
H -0.2068 -2.6507 4.3817  0.32
H -0.4908 -4.3880 4.4556  0.35
H -1.5129 -2.5186 2.5154  0.28
H -1.9031 -4.2806 2.6270  0.36
C -1.5724 6.6117 3.9562  -1.52
C -1.0258 6.0847 2.6567  -0.28
C -1.8324 4.8937 2.1139  -0.65
N -1.0444 4.1054 1.1495  0.18
C -0.2018 3.1184 1.8718  -0.99
C -0.2380 5.0182 0.1942  -0.71
C -1.2566 5.6136 -0.7780  -0.67
C -2.5100 4.6478 -0.7220  -0.75
C -2.0160 3.4673 0.1472  -0.40
H -2.6249 6.7995 3.8337  0.37
H -0.9891 7.5113 4.1678  0.40
H -1.4477 5.9448 4.8083  0.37
H 0.0365 5.8463 2.7547  0.38
H -1.1208 6.9146 1.9393  0.27
H -2.7688 5.1820 1.6816  0.43
H -2.1054 4.2551 2.9556  0.35
H -0.9010 2.5664 2.5115  0.41
H 0.5056 3.6378 2.5403  0.36
H 0.2153 2.4077 1.1237  0.21
H 0.3986 4.2507 -0.2291  0.41
H 0.4108 5.6415 0.8226  0.60
H -0.8152 5.5741 -1.7308  0.46
H -1.5962 6.6387 -0.4808  0.25
H -2.8313 4.3043 -1.6747  0.48
H -3.3448 5.0690 -0.1888  0.38
H -1.4946 2.6547 -0.3942  0.20
H -2.8371 3.0460 0.6454  0.39
C 8.1200 2.3658 0.5662  -1.40
C 6.8577 1.5923 0.3790  0.01
C 6.6413 1.3783 -1.1616  -1.00
N 5.3324 0.7719 -1.4661  0.50
C 4.2081 1.7804 -1.3059  -0.48
C 5.1785 -0.5573 -0.7437  -0.92
C 4.0323 -1.3010 -1.4896  0.11
C 4.1631 -0.7015 -2.9336  -0.28
C 5.2902 0.3174 -2.9191  -0.89
H 8.2151 2.5920 1.6291  0.38
H 8.1620 3.3485 0.0384  0.33
H 8.9121 1.7199 0.2390  0.36
H 5.9392 2.1409 0.7742  0.24
H 6.9331 0.6106 0.9049  0.32
H 7.4722 0.7697 -1.5390  0.42
H 6.6739 2.2494 -1.7844  0.46
H 3.2854 1.2402 -1.2340  0.14
H 4.2311 2.5433 -2.0945  0.18
H 4.4170 2.2706 -0.3553  0.27
H 4.9589 -0.3641 0.2893  0.55
H 6.1413 -1.0514 -0.8390  0.34
H 3.1029 -0.9184 -1.0064  -0.55
H 4.1884 -2.3501 -1.4987  0.70
H 3.2533 -0.1453 -3.2219  0.02
H 4.2774 -1.4695 -3.7254  0.54
H 5.2335 1.1146 -3.6768  0.48
H 6.2448 -0.2229 -3.0706  0.33
C -2.4480 -3.5147 -6.6678  -1.39
C -1.7213 -3.5354 -5.2773  -0.38
C -0.7151 -2.4600 -5.0557  -0.72
N -0.3806 -2.2683 -3.6021  0.44
C 0.2429 -3.4117 -2.9820  -1.07
C 0.5336 -1.0125 -3.4903  0.22
C -0.4298 0.2351 -3.5238  -0.60
C -1.8524 -0.3733 -3.2443  -0.83
C -1.5494 -1.7789 -2.7943  -0.28
H -3.0886 -4.3793 -6.8135  0.39
H -1.7646 -3.3898 -7.5096  0.35
H -3.0756 -2.6033 -6.7027  0.35
H -1.2707 -4.5030 -5.0594  0.43
H -2.4775 -3.4975 -4.4924  0.24
H -1.0383 -1.4704 -5.4868  0.32
H 0.2104 -2.7260 -5.5442  0.46
H 0.5360 -3.1694 -1.9791  0.33
H 1.0532 -3.7289 -3.6034  0.37
H -0.5143 -4.1925 -2.9450  0.40
H 1.0744 -1.0118 -2.5313  -0.66
H 1.1410 -1.0186 -4.3774  0.52
H -0.0455 0.9533 -2.7872  0.10
H -0.4287 0.7239 -4.5194  0.53
H -2.3015 0.1026 -2.3654  0.41
H -2.3830 -0.2876 -4.1866  0.37
H -1.2262 -1.7986 -1.7510  0.23
H -2.4296 -2.4709 -2.7734  0.42
C 1.0965 -0.3593 1.6834  -1.38
C 0.4799 -0.3923 0.2815  0.65
O 1.2397 0.1263 -0.6276  -0.65
O -0.6730 -0.8162 0.1921  -0.67
H 1.7888 0.5162 1.8042  0.34
H 1.6726 -1.2852 1.8092  0.40
H 0.3319 -0.3581 2.4624  0.30


3.
ORCA calculation (ωB97M-V/def2-TZVPD) on a structure of composition C34H76InN2O20P4.

Computed properties:
- total charge = -1
- energy above the lowest of the compared OMol25 structures with the same formula, charge and spin (kcal/mol) = 0.00
- HOMO (eV) = -4.6
- orbital gap (eV) = 6.253
- calculated total energy (eV) = -122757.2016

Each line ends with the Mulliken charge.
Geometry (Å):
C 2.5679 1.2159 0.6164  -0.95
C 1.4101 1.8584 0.4064  -0.42
C 0.1247 1.3609 1.0187  -0.56
In -1.6980 2.4116 0.2374  1.01
C -1.0053 4.3163 -0.6842  -1.56
C -0.7345 4.2586 -2.2105  -0.31
C -1.3116 5.4740 -2.9364  -1.02
C -2.8220 5.4985 -2.8932  0.60
O -3.2758 6.8277 -3.2566  -0.38
C -4.5066 7.1046 -2.7900  0.62
C -4.6964 7.1871 -1.2973  -0.72
O -5.4121 7.3242 -3.5316  -0.57
C -3.0040 2.7448 2.0624  -0.78
C -2.8202 1.6136 3.0718  -0.08
C -3.7010 0.3674 2.8613  -0.14
C -3.0054 -0.7581 2.0896  0.31
N -3.7621 -1.3159 0.9772  0.36
C -5.1297 -1.3833 0.8250  -0.61
C -5.3971 -1.9834 -0.3897  -0.47
C -4.1569 -2.3128 -0.9992  -0.80
C -3.1821 -1.8856 -0.1178  -0.45
O -2.6919 1.1594 -1.1044  -0.47
C -3.5436 1.8128 -1.9915  -1.03
C -4.6501 2.6138 -1.3390  -0.27
N -5.5097 1.7817 -0.4944  0.00
C -6.4818 2.6450 0.1823  -0.56
C -7.7276 1.8999 0.7192  0.31
C -8.9375 2.8160 0.5663  -1.61
O -7.9459 0.6465 0.1118  -0.47
H 3.3738 1.1900 -0.1111  0.28
H 2.7940 0.7133 1.5499  0.26
H 1.4215 2.7715 -0.1839  0.39
H 0.0683 0.2846 0.8781  0.39
H 0.1905 1.5029 2.1051  0.00
H -0.0743 4.5903 -0.1891  0.56
H -1.7221 5.1008 -0.4403  0.56
H -1.0525 3.3244 -2.6715  0.35
H 0.3479 4.3040 -2.3342  0.38
H -0.9525 6.3681 -2.4277  0.33
H -0.9701 5.5032 -3.9717  0.28
H -3.2076 5.1967 -1.9236  -0.35
H -3.2034 4.8239 -3.6598  0.21
H -5.4728 7.9260 -1.1383  0.34
H -3.7799 7.4965 -0.8058  0.34
H -5.0677 6.2469 -0.9000  0.05
H -4.0347 2.8503 1.7296  -0.31
H -2.6449 3.6703 2.5074  0.57
H -3.0656 1.9972 4.0702  0.53
H -1.7824 1.2802 3.1228  -0.55
H -4.6467 0.6672 2.4153  -0.15
H -3.9476 -0.0167 3.8523  0.54
H -2.1072 -0.3314 1.6443  -0.54
H -2.6722 -1.5654 2.7416  0.32
H -5.8129 -1.0148 1.5651  0.50
H -6.3694 -2.1776 -0.8073  0.42
H -3.9800 -2.7756 -1.9509  0.43
H -2.1140 -1.9361 -0.2363  0.46
H -4.0305 1.0504 -2.6159  0.42
H -3.0193 2.4815 -2.6942  0.05
H -4.2656 3.4998 -0.8035  0.12
H -5.2911 3.0018 -2.1387  0.85
H -4.8899 1.4449 0.2402  -0.44
H -6.0310 3.1962 1.0155  0.16
H -6.8295 3.3767 -0.5484  0.59
H -7.6264 1.7246 1.7912  0.23
H -9.7412 2.5620 1.2529  0.38
H -8.6422 3.8423 0.7837  0.36
H -9.2931 2.8131 -0.4640  0.46
H -8.6073 0.7429 -0.5755  0.28
C 0.1450 0.0402 5.5095  -0.46
O 1.0271 1.0472 5.0208  -0.09
P 2.5542 1.0686 5.4137  0.96
O 3.4562 0.3486 4.5175  -0.67
O 2.6430 0.6114 6.9414  -0.36
C 2.9106 -0.7635 7.2565  -0.75
O 2.7860 2.6269 5.5134  -0.25
C 4.0682 3.0800 5.9467  -0.72
H 0.5044 -0.9560 5.2459  0.33
H 0.0314 0.1282 6.5912  0.27
H -0.8210 0.2043 5.0395  0.02
H 3.4588 -1.2595 6.4579  0.38
H 1.9743 -1.2900 7.4398  0.28
H 3.5079 -0.7914 8.1642  0.24
H 4.8336 2.8051 5.2207  0.30
H 4.3139 2.6613 6.9237  0.28
H 4.0172 4.1625 6.0261  0.24
C 7.5900 -4.5444 8.1288  -0.61
O 6.3636 -5.0332 7.5917  -0.35
P 5.0272 -4.9751 8.4310  0.91
O 4.2219 -3.7672 8.2655  -0.40
O 5.4282 -5.2859 9.9459  -0.35
C 5.6595 -4.2008 10.8514  -0.64
O 4.3642 -6.3245 7.9649  -0.36
C 3.1291 -6.7114 8.5778  -0.61
H 7.4987 -3.4985 8.4263  0.30
H 7.9020 -5.1538 8.9780  0.27
H 8.3394 -4.6243 7.3469  0.25
H 5.1124 -3.3095 10.5470  0.30
H 6.7260 -3.9806 10.9018  0.27
H 5.3183 -4.5113 11.8363  0.24
H 2.3419 -6.0014 8.3260  0.27
H 3.2423 -6.7754 9.6602  0.27
H 2.8708 -7.6915 8.1881  0.24
C 6.3579 -2.2024 -3.5637  -0.66
O 5.2566 -1.8087 -2.7570  -0.33
P 3.8103 -1.6428 -3.3892  0.96
O 2.9750 -2.8432 -3.3668  -0.69
O 4.0334 -1.0340 -4.8492  -0.31
C 4.0726 -1.9150 -5.9788  -0.79
O 3.3035 -0.4091 -2.5653  -0.15
C 2.0204 0.1481 -2.9035  -0.52
H 6.1613 -3.1542 -4.0618  0.32
H 6.5839 -1.4319 -4.3026  0.27
H 7.2161 -2.3185 -2.9069  0.26
H 3.5078 -2.8267 -5.7889  0.38
H 5.1069 -2.1658 -6.2188  0.27
H 3.6355 -1.3995 -6.8300  0.28
H 1.2273 -0.5678 -2.6938  0.36
H 1.9987 0.4344 -3.9556  0.34
H 1.8737 1.0295 -2.2873  0.00
C 4.3335 -5.3155 -10.9254  -0.62
O 3.9515 -3.9867 -11.2720  -0.37
P 2.7275 -3.2854 -10.5556  0.91
O 3.0487 -2.5142 -9.3571  -0.45
O 1.6278 -4.4165 -10.3257  -0.31
C 1.5551 -5.0887 -9.0596  -0.59
O 2.1415 -2.4729 -11.7703  -0.36
C 0.9263 -1.7422 -11.5583  -0.62
H 4.5524 -5.3955 -9.8593  0.31
H 3.5492 -6.0205 -11.2034  0.26
H 5.2314 -5.5514 -11.4892  0.25
H 1.9449 -4.4636 -8.2576  0.27
H 2.1125 -6.0243 -9.1049  0.26
H 0.5097 -5.3115 -8.8618  0.25
H 1.0850 -0.9436 -10.8346  0.28
H 0.1355 -2.4073 -11.2118  0.28
H 0.6385 -1.3141 -12.5139  0.24